No. 1
Here is a 2-piece molecular cluster, C15H5Cl4F3NO2 overall from OMol25. Energies are from ωB97M-V/def2-TZVPD.

XYZ file:
```
30
Properties=species:S:1:pos:R:3
Cl 3.86417 -0.06145 0.99089
C 2.59526 -0.13703 2.15889
C 2.13324 1.01390 2.73423
Cl 2.78280 2.53264 2.26220
C 1.10382 1.00266 3.73087
O 0.69641 2.03852 4.22818
C 0.55288 -0.31245 4.12916
O -0.31570 -0.40567 4.97840
C 1.07748 -1.47442 3.47437
Cl 0.43644 -3.00568 3.91774
C 2.05675 -1.38883 2.52410
Cl 2.63898 -2.82257 1.75867
F -4.53072 -0.53517 -2.82140
C -4.04070 0.44531 -2.04222
F -4.42049 1.64402 -2.51880
F -4.48480 0.29222 -0.78223
C -2.52587 0.36666 -2.04178
C -1.76844 1.51151 -1.86896
C -0.39774 1.43982 -1.86278
C 0.26314 0.21204 -2.02594
C 1.68335 0.14453 -2.03042
C 2.38773 -0.96621 -2.17457
N 3.02658 -1.96505 -2.29664
C -0.52676 -0.93714 -2.18914
C -1.89736 -0.85670 -2.19488
H -2.27781 2.45479 -1.74582
H 0.19004 2.33072 -1.73349
H 2.24109 1.05991 -1.91821
H -0.03421 -1.88511 -2.31547
H -2.50957 -1.73576 -2.32491
```

The charge is -1. Its multiplicity is 1. The calculation puts the HOMO energy at -3.0 eV. The calculation puts the total energy at -79463.3759 eV. The HOMO-LUMO gap is 0.093 Eh.

=====

No. 2
Here is a 15-piece molecular cluster, C15H60N30O15 overall from OMol25. Energies are from ωB97M-V/def2-TZVPD.

XYZ file:
```
120
Properties=species:S:1:pos:R:3
C 13.63346 14.30881 -9.52145
O 12.90691 15.27030 -9.40333
N 14.77383 14.16411 -10.13921
N 13.58703 13.23597 -8.74820
H 15.32021 13.38357 -9.80408
H 15.36539 14.92737 -10.43514
H 12.78638 13.18782 -8.13439
H 14.04903 12.43306 -9.15068
C 19.74816 16.27331 -18.60381
O 20.55058 15.51010 -18.17948
N 19.84076 17.53028 -18.62293
N 18.54943 15.79303 -18.83119
H 19.16801 18.02212 -19.19353
H 20.73120 17.91939 -18.34759
H 17.80386 16.47050 -18.90367
H 18.49150 14.83144 -18.52773
C 17.89796 20.09771 -16.81920
O 18.78242 19.69150 -16.15889
N 17.52514 19.53597 -17.94673
N 17.25294 21.17870 -16.61942
H 18.20637 18.89780 -18.33245
H 16.81225 20.01602 -18.47722
H 17.56040 21.77404 -15.86368
H 16.56582 21.53907 -17.26603
C 10.61009 13.81339 -18.06863
O 11.44810 14.18754 -18.84409
N 9.43105 13.30016 -18.30393
N 10.82075 13.93138 -16.75074
H 8.97036 13.25646 -19.20168
H 8.85379 13.12397 -17.49410
H 11.59326 14.54440 -16.53274
H 10.09533 13.76159 -16.06881
C 16.05345 17.86252 -7.87957
O 16.08408 18.90096 -8.45715
N 16.18558 17.86987 -6.60358
N 15.61717 16.78244 -8.45574
H 16.42367 18.75127 -6.17166
H 16.23431 17.10325 -5.94782
H 15.31831 16.01572 -7.87014
H 15.28849 16.90639 -9.40269
C 20.65373 17.19587 -14.69818
O 21.41266 16.38695 -14.27241
N 19.80765 17.05501 -15.56057
N 20.55689 18.40671 -14.40711
H 19.24435 17.83966 -15.85570
H 19.72992 16.14486 -15.99148
H 19.91249 19.01813 -14.88777
H 21.09980 18.71063 -13.61151
C 13.34057 20.35773 -10.81254
O 13.84023 21.40903 -10.41726
N 13.89885 19.23182 -10.76987
N 12.10045 20.34118 -11.12156
H 14.89537 19.06976 -10.74190
H 13.17923 18.57559 -11.03747
H 11.69507 21.25938 -11.23419
H 11.84668 19.78412 -11.92492
C 19.50932 16.47539 -10.34952
O 19.58919 15.78091 -11.28718
N 19.96695 16.16258 -9.15441
N 18.80011 17.55188 -10.36169
H 20.57078 15.35353 -9.12366
H 19.99230 16.91709 -8.48347
H 18.61998 17.99076 -11.25335
H 18.66823 17.87396 -9.41356
C 15.07716 12.77948 -18.25676
O 16.16244 12.89178 -18.75633
N 14.81440 12.34790 -17.00359
N 14.06999 13.16116 -18.98096
H 13.90678 12.22788 -16.57709
H 15.58631 12.03886 -16.43022
H 13.16687 13.28857 -18.54709
H 14.30307 13.46668 -19.91500
C 17.51940 20.17246 -11.80870
O 17.74729 19.09932 -12.41751
N 16.89472 20.23846 -10.66153
N 17.66572 21.35925 -12.29821
H 16.79576 19.40254 -10.10336
H 16.56235 21.12448 -10.30855
H 17.93979 21.44761 -13.26628
H 17.55868 22.18263 -11.72317
C 13.90369 16.92388 -17.38875
O 14.25765 16.72416 -18.53339
N 13.28969 18.02034 -17.04398
N 13.95170 15.98006 -16.52266
H 13.21564 18.83215 -17.64028
H 12.58473 17.83042 -16.34608
H 14.37043 15.18308 -16.98046
H 14.18481 16.30939 -15.59676
C 11.25091 17.36832 -11.56770
O 10.75564 18.09220 -12.39424
N 12.39045 16.76928 -11.76095
N 10.66874 16.72782 -10.63560
H 12.67404 16.59695 -12.71488
H 12.58496 16.00040 -11.13558
H 9.67456 16.88022 -10.54349
H 11.32449 16.27273 -10.01674
C 15.56467 16.86129 -13.57456
O 14.57237 16.20426 -13.83795
N 15.58845 17.44170 -12.39799
N 16.63826 16.97534 -14.27897
H 14.88468 17.41066 -11.67422
H 16.45236 17.93790 -12.23204
H 16.58371 16.58000 -15.20678
H 17.32168 17.58152 -13.84819
C 13.72013 12.82771 -13.88378
O 13.23904 11.78627 -13.52958
N 14.97512 12.93335 -14.09372
N 13.04694 13.95956 -13.92262
H 15.56626 12.12213 -13.98159
H 15.46327 13.77590 -14.36189
H 13.55069 14.80602 -14.14586
H 12.13214 13.95089 -13.49464
C 18.07701 13.94788 -16.07336
O 17.08060 14.63895 -16.12766
N 18.43546 13.04782 -16.88627
N 19.00816 14.05179 -15.13482
H 17.74681 12.80763 -17.58496
H 19.31558 12.57853 -16.72734
H 18.85000 14.87342 -14.56914
H 19.86615 13.53940 -15.28123
```

Its multiplicity is 1. The calculation puts the HOMO energy at -8.5 eV. The calculation puts the total energy at -91951.1152 eV. The HOMO-LUMO gap is 0.312 Eh.

=====

No. 3
Here is C15H66BNO29 as an isolated structure from OMol25. Energies are from ωB97M-V/def2-TZVPD.

XYZ file:
```
112
Properties=species:S:1:pos:R:3
C -1.46698 -0.07589 4.13374
C -1.21227 1.34253 3.55044
C -0.12409 1.33524 2.39458
C -0.47882 0.47000 1.08650
N 0.53048 0.58899 0.09203
C 0.21375 -0.38886 -1.06121
C 1.45170 -0.63066 -1.90944
C 2.55002 -0.60399 -0.74566
C 1.82863 -0.02619 0.45784
C 0.71133 2.01774 -0.47429
C -0.62031 2.72805 -0.87851
C -0.39571 4.13136 -1.42722
H -2.24472 -0.55256 3.47342
H -1.90586 0.18991 5.23457
H -0.60597 -0.82123 4.40364
H -0.83644 1.94891 4.37742
H -2.16473 1.62239 3.13812
H 0.82777 1.04067 2.63887
H -0.09062 2.30161 1.88000
H -1.41702 0.58437 0.73632
H -0.64295 -0.58517 1.47742
H -0.65338 0.08864 -1.56746
H -0.16271 -1.40699 -0.68827
H 1.59033 0.07560 -2.62450
H 1.50907 -1.44086 -2.72413
H 3.45171 -0.12957 -0.98124
H 2.68802 -1.69429 -0.56665
H 2.65906 0.69829 0.77140
H 1.54055 -0.75089 0.96656
H 1.42232 2.15544 -1.23372
H 1.15173 2.55610 0.30639
H -1.54707 2.54502 -0.18740
H -0.89907 2.27689 -1.72862
H -1.23098 4.49713 -1.88215
H 0.27873 4.18721 -2.22467
H 0.23370 4.78034 -0.85966
O 0.17457 -0.35911 -4.81578
C -0.27041 -1.54604 -4.89354
O 0.43337 -2.43383 -5.37175
B -0.06118 -3.65976 -4.83556
O -1.03405 -3.20217 -3.85085
C -1.27692 -2.02933 -4.03173
O -2.09110 -1.38783 -3.28791
O 1.07447 -4.48574 -4.29053
C 0.79483 -5.59040 -4.74894
O 1.41301 -6.58612 -4.25667
C -0.20640 -5.69432 -5.71944
O -0.72494 -4.59972 -5.85589
O -0.34371 -6.58994 -6.48488
O -0.98229 -2.44367 6.28206
H -0.84976 -3.31957 6.66487
H -0.27868 -2.16219 5.68547
O -3.95654 2.89556 -1.55386
H -4.86966 2.88709 -1.74671
H -3.64482 2.51513 -2.33986
O -2.95569 -3.72724 4.59277
H -2.97083 -2.98473 3.91298
H -2.30660 -3.29560 5.10634
O 1.15731 -2.81332 1.66676
H 0.30367 -3.21801 1.99164
H 1.82549 -3.46568 2.05856
O 2.50030 -0.45962 4.29988
H 3.26439 -0.58330 4.86943
H 2.20453 -1.29744 4.72473
O 0.53227 2.30032 -4.19771
H 0.23358 1.40017 -4.49407
H -0.23027 2.82209 -4.45713
O 2.67771 3.49964 -3.21562
H 2.82330 4.12461 -4.07290
H 2.06229 2.83164 -3.42332
O -5.19151 -1.17940 4.43351
H -5.59001 -0.49789 3.75522
H -4.53090 -1.61847 3.83190
O 1.31850 7.29673 -1.46056
H 1.85188 8.01053 -1.94831
H 0.86696 7.73880 -0.56861
O -1.38937 4.37270 -4.57595
H -2.28118 4.52520 -4.68598
H -1.14972 5.16828 -4.97416
O 5.22544 -2.57612 -1.56735
H 5.09079 -2.45038 -2.53605
H 6.19453 -2.85123 -1.58146
O 2.96490 2.32664 3.86541
H 2.54106 1.43709 4.14263
H 3.86118 2.14405 3.62312
O 1.26680 -4.46142 -0.83866
H 1.64437 -3.95491 -0.03882
H 2.12121 -4.80268 -1.29214
O -1.91630 -3.06285 0.27590
H -2.60146 -2.68237 -0.19667
H -1.96153 -3.98965 0.31777
O 5.95301 -0.84393 0.71315
H 5.45241 -1.16505 1.41839
H 5.42146 -1.20701 0.10486
O -3.66888 -2.79407 2.49807
H -4.49462 -3.07010 2.38509
H -3.21043 -2.89979 1.70890
O 3.80688 -3.59838 0.70171
H 4.47233 -3.31632 -0.13255
H 4.05423 -4.49728 0.91652
O 3.30525 4.98779 -1.06475
H 2.70730 5.77961 -1.10372
H 2.86429 4.57787 -1.76427
O -4.14596 0.33699 6.65075
H -4.18993 -0.37947 6.02874
H -3.48363 0.13959 7.12795
O -3.98679 5.43335 -0.72172
H -3.89268 5.46412 0.24931
H -4.00043 4.46082 -0.91972
O -4.02992 0.43260 0.35088
H -3.84267 -0.29180 -0.18939
H -3.78731 1.16098 -0.20422
```

Its multiplicity is 1. The calculation puts the HOMO energy at -9.3 eV. The calculation puts the total energy at -78165.0452 eV. The HOMO-LUMO gap is 0.312 Eh.

=====

Which formula does entry 3 have?
C15H66BNO29

=====

Look up the multiplicity of the third one.
1

=====

Look up the multiplicity of the first one.
1